# 1
{"formula": "C3H10N2", "method": "the ωB97M-V functional and the def2-TZVPD basis", "species": ["C", "C", "H", "H", "H", "H", "N", "C", "N", "H", "H", "H", "H", "H", "H"], "xyz": [[-3.087, 0.692, -0.567], [-3.492, 1.901, -0.947], [-2.414, 0.119, -1.194], [-3.730, 0.076, 0.056], [-2.915, 2.590, -1.553], [-4.416, 2.358, -0.669], [0.829, -0.460, 0.189], [2.239, -0.758, -0.051], [3.031, -1.242, 1.095], [0.498, -0.804, 1.088], [0.670, 0.546, 0.309], [2.326, -1.444, -0.892], [2.674, 0.159, -0.448], [2.344, -1.660, 1.718], [3.379, -0.425, 1.583]], "lowdin_spin": [0.11, 0.09, 0.02, 0.01, 0.02, 0.01, 0.12, 0.22, 0.07, 0.08, 0.11, 0.01, 0.05, 0.04, 0.06], "total_charge": -1, "s2": 0.750, "lumo_energy_ha": [0.1496, 0.1460], "homo_energy_ev": [1.38, -5.16], "energy_ha": -229.69511, "spin_multiplicity": 2, "relative_energy_kcal_mol": 38.8}

# 2
{"formula": "C41H48Br2O14", "method": "the ωB97M-V functional and the def2-TZVPD basis", "species": ["C", "C", "Br", "C", "Br", "C", "C", "C", "C", "C", "C", "C", "O", "C", "C", "C", "C", "C", "C", "C", "O", "H", "H", "H", "H", "H", "H", "H", "H", "H", "H", "H", "H", "O", "C", "O", "C", "C", "C", "H", "H", "H", "H", "H", "H", "O", "C", "O", "C", "C", "C", "H", "H", "H", "H", "H", "H", "O", "C", "O", "C", "C", "C", "H", "H", "H", "H", "H", "H", "O", "C", "O", "C", "C", "C", "H", "H", "H", "H", "H", "H", "O", "C", "O", "C", "C", "C", "H", "H", "H", "H", "H", "H", "O", "C", "O", "C", "C", "C", "H", "H", "H", "H", "H", "H"], "xyz": [[-4.680, -1.029, 3.564], [-4.585, -1.144, 2.028], [-2.950, -0.196, 1.426], [-4.621, -2.617, 1.511], [-5.953, -3.674, 2.487], [-3.271, -3.287, 1.593], [-2.759, -3.834, 2.758], [-1.505, -4.413, 2.800], [-0.734, -4.444, 1.662], [-1.227, -3.885, 0.481], [-2.482, -3.327, 0.450], [-0.332, -3.901, -0.723], [-0.738, -4.045, -1.856], [1.124, -3.691, -0.395], [1.962, -2.938, -1.188], [3.275, -2.761, -0.792], [3.769, -3.333, 0.364], [2.926, -4.104, 1.151], [1.613, -4.264, 0.775], [0.632, -5.056, 1.601], [0.919, -6.110, 2.129], [-4.411, -1.938, 4.093], [-4.085, -0.180, 3.888], [-5.720, -0.778, 3.799], [-5.404, -0.619, 1.548], [-4.987, -2.567, 0.497], [-3.368, -3.791, 3.654], [-1.139, -4.817, 3.737], [-2.835, -2.917, -0.490], [1.606, -2.459, -2.093], [3.935, -2.152, -1.401], [4.798, -3.175, 0.663], [3.313, -4.572, 2.050], [-1.862, -0.236, 4.653], [-1.046, 0.581, 4.347], [-1.202, 1.911, 4.573], [-0.110, 2.639, 3.984], [1.020, 1.630, 3.855], [0.259, 0.330, 3.619], [-0.434, 3.024, 3.015], [0.148, 3.477, 4.628], [1.728, 1.879, 3.065], [1.572, 1.569, 4.796], [0.044, 0.169, 2.560], [0.771, -0.533, 4.035], [1.083, 0.356, 0.241], [1.913, 1.192, 0.025], [1.735, 2.499, 0.317], [2.859, 3.271, -0.157], [4.001, 2.273, -0.269], [3.265, 0.986, -0.630], [2.597, 3.711, -1.110], [3.070, 4.070, 0.550], [4.759, 2.570, -0.992], [4.490, 2.155, 0.700], [3.121, 0.884, -1.707], [3.754, 0.102, -0.230], [1.431, 5.656, -1.340], [2.063, 6.087, -2.262], [3.253, 5.564, -2.650], [3.817, 6.362, -3.714], [2.639, 7.090, -4.333], [1.714, 7.277, -3.132], [4.549, 7.047, -3.281], [4.320, 5.714, -4.422], [2.921, 8.017, -4.826], [2.156, 6.451, -5.074], [1.939, 8.191, -2.580], [0.664, 7.255, -3.411], [-5.519, -0.955, -0.751], [-4.831, -0.575, -1.654], [-3.667, -1.158, -2.006], [-3.033, -0.403, -3.052], [-4.157, 0.387, -3.706], [-5.100, 0.629, -2.530], [-2.277, 0.242, -2.600], [-2.544, -1.088, -3.741], [-3.813, 1.297, -4.195], [-4.656, -0.229, -4.456], [-4.840, 1.531, -1.975], [-6.142, 0.660, -2.836], [-4.835, -4.081, 6.387], [-3.966, -4.867, 6.616], [-2.771, -4.861, 5.968], [-1.981, -5.988, 6.380], [-2.537, -6.391, 7.738], [-4.011, -6.020, 7.600], [-2.090, -6.779, 5.634], [-0.934, -5.693, 6.428], [-2.363, -7.438, 7.979], [-2.078, -5.784, 8.520], [-4.598, -6.829, 7.163], [-4.448, -5.704, 8.543], [4.433, 6.474, -6.657], [4.461, 5.488, -7.336], [3.784, 5.377, -8.500], [3.925, 4.046, -9.028], [5.192, 3.497, -8.391], [5.191, 4.193, -7.034], [3.038, 3.470, -8.755], [3.989, 4.096, -10.113], [5.207, 2.410, -8.334], [6.063, 3.815, -8.966], [4.621, 3.636, -6.288], [6.195, 4.392, -6.670]], "lowdin_charge": [-0.16, -0.67, 0.80, -0.65, 0.77, -0.29, -0.03, 0.02, -0.09, -0.08, 0.02, -0.26, 0.12, -0.08, -0.01, -0.09, -0.07, -0.01, -0.09, -0.27, 0.12, 0.04, 0.04, 0.08, 0.07, 0.05, 0.08, 0.11, 0.12, 0.12, 0.10, 0.11, 0.12, 0.09, -0.51, 0.02, -0.15, -0.15, -0.08, 0.13, 0.12, 0.10, 0.12, 0.09, 0.13, 0.11, -0.49, 0.03, -0.15, -0.15, -0.08, 0.09, 0.13, 0.11, 0.12, 0.13, 0.11, 0.12, -0.48, 0.01, -0.15, -0.16, -0.07, 0.13, 0.10, 0.12, 0.12, 0.13, 0.13, 0.09, -0.49, 0.00, -0.14, -0.15, -0.06, 0.13, 0.13, 0.11, 0.12, 0.13, 0.13, 0.13, -0.48, 0.01, -0.16, -0.16, -0.07, 0.13, 0.13, 0.12, 0.12, 0.13, 0.12, 0.11, -0.48, 0.04, -0.15, -0.15, -0.08, 0.13, 0.13, 0.12, 0.12, 0.13, 0.13], "total_charge": 0, "smiles": "C[C@@H](Br)[C@H](Br)c1ccc2c(c1)C(=O)c1ccccc1C2=O.O=C1CCCO1.O=C1CCCO1.O=C1CCCO1.O=C1CCCO1.O=C1CCCO1.O=C1CCCO1", "lumo_energy_ha": 0.0003, "homo_energy_ev": -8.71, "energy_ha": -7792.61343, "spin_multiplicity": 1}

# 3
{"formula": "C6H10ClN2O3", "method": "the ωB97M-V functional and the def2-TZVPD basis", "species": ["C", "C", "C", "O", "C", "Cl", "C", "N", "H", "H", "H", "H", "H", "H", "H", "H", "C", "H", "H", "N", "O", "O"], "xyz": [[-0.041, -1.077, 0.128], [0.375, 0.010, 0.904], [1.790, 0.530, 0.881], [2.542, 0.256, 1.814], [-1.383, -1.734, 0.334], [1.233, -2.373, 0.041], [-0.543, 0.743, 1.832], [2.118, 1.383, -0.100], [-1.596, -2.433, -0.485], [-1.412, -2.271, 1.290], [-2.187, -0.988, 0.351], [-0.355, 1.823, 1.776], [-1.605, 0.624, 1.585], [-0.396, 0.367, 2.857], [3.045, 1.787, -0.105], [1.416, 1.749, -0.736], [-0.089, -0.376, -1.917], [0.967, -0.185, -2.108], [-0.560, -1.233, -2.394], [-0.889, 0.811, -1.978], [-0.376, 1.878, -1.649], [-2.055, 0.708, -2.321]], "lowdin_spin": [-0.01, 0.40, 0.03, 0.03, -0.01, 0.02, 0.06, 0.01, 0.00, 0.00, 0.00, 0.01, 0.00, 0.02, 0.00, 0.00, 0.29, 0.01, 0.01, 0.04, 0.01, 0.09], "total_charge": 0, "s2": 0.790, "lumo_energy_ha": [-0.0161, -0.0643], "homo_energy_ev": [-8.60, -10.01], "energy_ha": -1029.88456, "spin_multiplicity": 2, "relative_energy_kcal_mol": 13.0}

# 4
{"formula": "C16H18N2O4", "method": "the ωB97M-V functional and the def2-TZVPD basis", "species": ["C", "C", "C", "C", "C", "C", "C", "H", "H", "O", "C", "C", "N", "C", "O", "C", "O", "N", "H", "C", "C", "C", "C", "C", "O", "H", "H", "H", "H", "H", "H", "H", "H", "H", "H", "H", "H", "H", "H", "H"], "xyz": [[8.472, -1.108, -0.460], [7.089, -0.559, -0.279], [5.995, -1.392, -0.114], [4.715, -0.885, 0.053], [4.512, 0.488, 0.057], [5.608, 1.336, -0.107], [6.872, 0.816, -0.272], [7.711, 1.486, -0.399], [5.436, 2.401, -0.102], [3.302, 1.105, 0.215], [2.153, 0.307, 0.368], [0.956, 1.258, 0.485], [-0.258, 0.545, 0.775], [-1.236, 0.324, -0.111], [-1.281, 0.732, -1.257], [-2.362, -0.524, 0.494], [-2.307, -0.940, 1.638], [-3.345, -0.745, -0.383], [-3.248, -0.294, -1.285], [-4.566, -1.455, -0.065], [-5.744, -0.537, -0.061], [-6.235, 0.301, 0.896], [-7.346, 0.958, 0.314], [-7.444, 0.473, -0.953], [-6.478, -0.429, -1.191], [-8.130, 0.679, -1.750], [-7.979, 1.686, 0.777], [-5.853, 0.428, 1.888], [-4.726, -2.249, -0.801], [-4.422, -1.889, 0.928], [-0.381, 0.104, 1.680], [1.160, 1.989, 1.272], [0.813, 1.783, -0.463], [2.017, -0.356, -0.497], [2.227, -0.307, 1.278], [3.893, -1.572, 0.178], [6.134, -2.464, -0.116], [8.891, -0.775, -1.409], [8.464, -2.195, -0.447], [9.128, -0.755, 0.335]], "lowdin_charge": [-0.06, -0.29, -0.05, -0.02, -0.27, 0.00, -0.05, 0.11, 0.12, -0.05, -0.19, -0.13, 0.08, -0.41, 0.07, -0.41, 0.06, 0.10, 0.15, -0.08, -0.26, -0.02, -0.06, -0.12, 0.05, 0.12, 0.10, 0.11, 0.13, 0.13, 0.14, 0.13, 0.13, 0.14, 0.13, 0.10, 0.11, 0.08, 0.07, 0.08], "total_charge": 0, "smiles": "Cc1ccc(OCCNC(=O)C(=O)NCc2ccco2)cc1", "lumo_energy_ha": 0.0267, "homo_energy_ev": -8.39, "energy_ha": -1030.98637, "spin_multiplicity": 1, "relative_energy_kcal_mol": 28.4}

# 5
{"formula": "C26H60Br6F3N4O10Zr", "method": "the ωB97M-V functional and the def2-TZVPD basis", "species": ["Zr", "C", "O", "O", "C", "F", "F", "F", "C", "C", "H", "H", "H", "H", "H", "H", "C", "C", "C", "O", "H", "H", "H", "H", "H", "H", "H", "O", "C", "O", "O", "H", "C", "Br", "Br", "Br", "H", "C", "Br", "Br", "Br", "H", "C", "C", "C", "O", "C", "N", "H", "H", "H", "H", "H", "H", "H", "H", "H", "H", "H", "C", "C", "C", "O", "C", "N", "H", "H", "H", "H", "H", "H", "H", "H", "H", "H", "H", "C", "C", "C", "O", "C", "N", "H", "H", "H", "H", "H", "H", "H", "H", "H", "H", "H", "C", "C", "C", "O", "C", "N", "H", "H", "H", "H", "H", "H", "H", "H", "H", "H", "H"], "xyz": [[1.234, 0.619, -2.715], [0.988, -2.831, -3.227], [-0.070, -2.807, -4.151], [1.332, -1.538, -2.980], [0.693, -3.741, -2.002], [-0.628, -3.978, -1.878], [1.335, -4.909, -2.085], [1.094, -3.156, -0.845], [-0.291, -4.049, -4.818], [-1.486, -3.811, -5.728], [-1.281, -3.112, -6.534], [-1.720, -4.777, -6.192], [-2.413, -3.578, -5.206], [-0.392, -4.954, -4.212], [0.549, -4.336, -5.468], [1.855, -3.294, -3.725], [1.220, -1.118, 1.336], [1.568, 0.246, 0.806], [2.957, 0.671, 1.245], [1.399, 0.398, -0.594], [1.867, -1.833, 0.812], [0.207, -1.453, 1.121], [1.415, -1.255, 2.398], [0.886, 0.972, 1.256], [2.953, 0.806, 2.328], [3.234, 1.603, 0.755], [3.691, -0.111, 1.048], [4.956, 0.189, -4.044], [3.824, 0.609, -3.608], [2.773, 0.714, -4.328], [3.505, 0.785, -2.376], [5.575, 0.141, -3.235], [3.167, 4.347, 1.609], [5.047, 3.868, 1.629], [2.905, 6.222, 1.130], [2.239, 3.894, 3.269], [2.740, 3.769, 0.804], [2.553, -4.201, 3.454], [0.822, -3.824, 4.299], [3.374, -5.707, 4.371], [3.695, -2.619, 3.617], [2.398, -4.373, 2.399], [-1.979, 3.537, 2.079], [-2.411, 2.844, 0.796], [-3.333, 3.669, -0.083], [-4.563, 3.738, 0.573], [-5.397, 4.731, 0.028], [-1.206, 2.391, 0.053], [-1.207, 4.287, 1.857], [-1.455, 2.809, 2.702], [-2.756, 4.067, 2.625], [-2.876, 1.877, 1.015], [-3.476, 3.219, -1.075], [-2.812, 4.629, -0.230], [-5.657, 4.430, -0.998], [-4.941, 5.722, -0.045], [-6.354, 4.842, 0.530], [-0.543, 1.920, 0.648], [-0.699, 3.222, -0.262], [6.559, 1.303, -0.375], [6.657, -0.186, -0.596], [5.419, -0.916, -0.099], [5.507, -2.272, -0.489], [4.296, -2.957, -0.224], [6.814, -0.420, -2.042], [6.529, 1.634, 0.666], [5.721, 1.743, -0.917], [7.466, 1.833, -0.689], [7.509, -0.623, -0.057], [4.537, -0.473, -0.581], [5.363, -0.778, 0.986], [4.005, -2.887, 0.833], [4.533, -4.011, -0.392], [3.479, -2.649, -0.883], [6.641, -1.416, -2.187], [7.734, -0.186, -2.393], [-5.088, 1.707, 4.927], [-5.138, 0.214, 5.204], [-3.779, -0.432, 4.976], [-3.446, -0.310, 3.604], [-2.239, -0.957, 3.342], [-5.481, -0.022, 6.605], [-4.904, 1.942, 3.879], [-4.257, 2.155, 5.476], [-6.039, 2.179, 5.181], [-5.871, -0.271, 4.548], [-3.866, -1.503, 5.213], [-3.038, -0.019, 5.670], [-1.892, -0.880, 2.307], [-2.288, -2.035, 3.529], [-1.401, -0.514, 3.897], [-6.324, 0.456, 6.896], [-5.636, -1.012, 6.765], [-1.853, -1.494, -1.195], [-1.974, -0.563, -2.385], [-3.390, -0.002, -2.562], [-3.290, 1.004, -3.544], [-4.486, 1.694, -3.861], [-0.970, 0.595, -2.223], [-2.280, -1.191, -0.237], [-0.823, -1.811, -1.057], [-2.415, -2.405, -1.430], [-1.727, -1.078, -3.316], [-3.818, 0.365, -1.623], [-3.979, -0.856, -2.912], [-5.272, 1.003, -4.180], [-4.224, 2.293, -4.735], [-4.884, 2.357, -3.089], [-1.272, 1.017, -1.312], [-1.529, 1.210, -2.864]], "lowdin_charge": [2.14, -0.38, -0.08, -0.25, -0.53, 0.14, 0.16, 0.11, -0.25, -0.06, 0.08, 0.08, 0.07, 0.12, 0.13, 0.17, -0.06, -0.50, -0.05, -0.36, 0.06, 0.07, 0.04, 0.10, 0.08, 0.05, 0.03, 0.19, -0.73, -0.13, -0.13, 0.11, -1.60, 0.63, 0.57, 0.57, -0.06, -1.55, 0.55, 0.58, 0.59, -0.03, -0.04, -0.40, -0.23, -0.16, -0.10, 0.03, 0.08, 0.08, 0.09, 0.14, 0.11, 0.14, 0.08, 0.09, 0.09, 0.04, 0.09, -0.09, -0.39, -0.22, -0.17, -0.09, 0.05, 0.03, 0.07, 0.09, 0.15, 0.10, 0.12, 0.03, 0.10, 0.08, 0.10, 0.11, -0.06, -0.45, -0.22, -0.18, -0.14, 0.03, 0.07, 0.08, 0.08, 0.14, 0.13, 0.13, 0.06, 0.09, 0.09, 0.07, 0.07, -0.03, -0.34, -0.18, -0.21, -0.07, -0.09, 0.09, 0.05, 0.10, 0.13, 0.14, 0.14, 0.10, 0.10, 0.08, 0.06, 0.09], "total_charge": 1, "lumo_energy_ha": -0.1662, "homo_energy_ev": -10.81, "energy_ha": -17788.61352, "spin_multiplicity": 1}

# 6
{"formula": "C2HClO2", "method": "the ωB97M-V functional and the def2-TZVPD basis", "species": ["C", "C", "O", "O", "Cl", "H"], "xyz": [[0.158, 2.380, -0.305], [0.672, 1.352, 0.402], [0.114, 2.995, -1.288], [-0.355, 2.174, 0.942], [2.207, 1.062, 1.135], [0.250, -0.508, -0.403]], "lowdin_charge": [-0.56, -0.65, 0.20, 0.13, 0.67, 0.21], "total_charge": 0, "lumo_energy_ha": [-0.0510, -0.0401], "homo_energy_ev": [-10.56, -10.01], "energy_ha": -687.27901, "spin_multiplicity": 1, "relative_energy_kcal_mol": 115.2}